Computed, not measured: 2 unconnected molecules or ions with the total composition C6H12N2O in a non-equilibrium geometry, with wB97M-V/def2-TZVPD.

Values from the calculation:
- Net charge: 0
- Energy relative to the best compared isomer or geometry (same formula, charge and spin): 72.1 kcal/mol
- SMILES string: NC1(N)CCC1=O.C=C
- Calculated total energy: -11441.544 eV

Last column: natural (NBO) charge in e.
CARTESIAN COORDINATES (ANGSTROEM)
1 O 0.856 -1.827 -0.518  -0.576
2 N 0.732 1.526 -0.954  -0.840
3 N 2.389 0.527 0.454  -0.823
4 C 0.973 0.599 0.126  0.163
5 C 0.313 -0.820 -0.114  0.601
6 C -0.358 -0.631 1.399  -0.508
7 C -2.342 -0.915 -0.703  -0.325
8 C 0.096 0.830 1.371  -0.433
9 C -1.422 -0.584 -1.647  -0.424
10 H 0.656 1.166 2.244  0.215
11 H 1.149 2.422 -0.719  0.368
12 H -2.572 -1.945 -0.482  0.199
13 H -1.410 -0.808 1.594  0.216
14 H 1.172 1.191 -1.808  0.360
15 H 2.553 -0.094 1.244  0.363
16 H 0.209 -1.279 2.063  0.216
17 H -2.860 -0.166 -0.125  0.193
18 H -1.288 0.452 -1.934  0.230
19 H 2.908 0.152 -0.338  0.367
20 H -1.044 -1.329 -2.326  0.215
21 H -0.710 1.533 1.172  0.223


Computed, not measured: a single C22H26N2O molecule, with wB97M-V/def2-TZVPD.

Values from the calculation:
- Net charge: 0
- Energy relative to the best compared isomer or geometry (same formula, charge and spin): 29.1 kcal/mol
- SMILES string: CCc1cccc2c(C(=O)[C@H](N[C@@H](C)CC)c3ccccc3)c[nH]c12
- Calculated total energy: -28264.405 eV

Last column: natural (NBO) charge in e.
CARTESIAN COORDINATES (ANGSTROEM)
1 O 1.305 -0.926 -1.649  -0.571
2 N 2.415 1.384 0.007  -0.618
3 N -1.867 -0.858 1.635  -0.531
4 C -0.192 -0.774 0.150  -0.249
5 C 2.234 -0.015 0.373  -0.165
6 C 5.194 -2.259 1.099  -0.214
7 C 1.116 -0.648 -0.480  0.577
8 C 4.035 -1.521 1.252  -0.221
9 C -0.525 -0.744 1.486  0.045
10 C 5.331 -1.557 -1.185  -0.208
11 C -1.070 2.881 -0.428  -0.603
12 C 4.173 -0.816 -1.030  -0.209
13 C -4.092 -1.138 -1.284  -0.211
14 C -6.287 -1.216 0.690  -0.603
15 C -1.434 -0.919 -0.565  -0.079
16 C 1.310 2.290 0.280  -0.044
17 C -1.757 -0.988 -1.918  -0.185
18 C -3.086 -1.099 -2.254  -0.222
19 C 3.514 -0.787 0.193  0.063
20 C 5.847 -2.278 -0.122  -0.215
21 C 0.309 2.424 -0.884  -0.417
22 C -4.844 -1.099 1.164  -0.419
23 C -2.460 -0.957 0.400  0.185
24 C 1.909 3.651 0.641  -0.602
25 C -3.811 -1.068 0.066  -0.055
26 H 3.772 -0.276 -1.872  0.219
27 H -1.500 2.158 0.263  0.200
28 H -4.621 -1.944 1.825  0.205
29 H 0.708 3.131 -1.615  0.197
30 H 3.529 -1.512 2.208  0.201
31 H -1.019 3.847 0.069  0.199
32 H 2.477 4.043 -0.199  0.202
33 H 0.204 1.460 -1.384  0.212
34 H -6.556 -0.370 0.062  0.209
35 H -5.115 -1.225 -1.615  0.211
36 H 2.707 1.462 -0.961  0.364
37 H -4.742 -0.185 1.760  0.205
38 H 5.832 -1.574 -2.142  0.211
39 H 2.582 3.545 1.488  0.216
40 H 0.106 -0.679 2.352  0.216
41 H -2.352 -0.887 2.516  0.418
42 H -3.370 -1.158 -3.294  0.212
43 H 1.127 4.360 0.898  0.200
44 H 1.954 -0.028 1.430  0.191
45 H -6.435 -2.134 0.127  0.209
46 H -1.739 2.969 -1.282  0.214
47 H 5.589 -2.821 1.933  0.210
48 H 0.778 1.900 1.157  0.182
49 H -0.979 -0.963 -2.664  0.240
50 H 6.753 -2.854 -0.244  0.211
51 H -6.956 -1.230 1.547  0.214


Computed, not measured: a molecular structure, C44H39BaF12N5O3 in a non-equilibrium geometry, with wB97M-V/def2-TZVPD.

Values from the calculation:
- Net charge: -2
- Calculated total energy: -93162.584 eV

Last column: Löwdin charge in e.
CARTESIAN COORDINATES (ANGSTROEM)
1 Ba -0.995 -0.971 1.293  2.076
2 F -5.795 -1.545 1.150  0.132
3 F 3.360 -2.366 2.370  0.117
4 F 3.879 -0.715 0.506  0.038
5 F 0.520 0.198 -0.327  -0.191
6 F 3.925 -2.099 -1.967  -0.043
7 F 4.334 -3.231 0.662  0.102
8 F 2.669 -4.244 1.600  0.121
9 F -6.321 -2.377 -0.756  0.102
10 F -5.387 -0.419 -0.634  0.133
11 F -4.751 -4.006 1.281  0.126
12 F -2.813 -4.311 0.389  0.158
13 F -4.593 -4.502 -0.818  0.123
14 O -2.318 2.286 -1.469  0.026
15 O 1.068 -2.004 1.288  -0.497
16 O -3.231 -1.620 0.811  -0.458
17 N -0.277 1.732 1.964  0.048
18 N 1.542 2.628 0.746  0.167
19 N -0.913 -2.427 -0.853  -0.108
20 N 0.664 3.800 2.513  0.127
21 N -0.837 1.189 -2.783  0.185
22 C -2.486 2.098 2.900  -0.219
23 C -4.014 -3.774 0.169  -0.534
24 C -0.648 1.594 4.387  -0.034
25 C 4.023 6.018 3.703  -0.105
26 C 0.096 -3.331 -1.155  -0.236
27 C 4.074 4.632 3.709  -0.061
28 C 1.777 5.894 2.887  -0.032
29 C -1.498 1.627 5.481  -0.102
30 C 2.695 -0.924 -0.217  -0.246
31 C 3.104 2.347 3.394  -0.007
32 C -4.134 -2.004 -2.693  -0.023
33 C 3.100 -0.963 -1.692  -0.233
34 C 2.337 -4.232 -1.244  -0.024
35 C 3.013 -6.266 -2.555  -0.076
36 C -2.063 1.709 -2.513  -0.575
37 C -1.117 1.844 3.095  -0.310
38 C 1.977 -5.286 -2.066  -0.294
39 C 0.625 2.628 1.758  -0.380
40 C -3.712 -1.952 -4.011  -0.320
41 C 1.879 0.311 0.019  -0.132
42 C 0.628 -5.412 -2.371  -0.071
43 C 2.991 3.844 3.327  -0.207
44 C -2.337 -2.014 -4.234  -0.077
45 C 4.140 1.398 -1.529  -0.109
46 C 2.346 1.597 0.126  -0.183
47 C -5.356 -1.661 -0.112  -0.539
48 C 3.882 0.213 -2.140  -0.063
49 C -0.266 -4.471 -1.919  -0.048
50 C 3.115 -3.023 1.222  -0.534
51 C 1.462 -3.270 -0.730  -0.044
52 C 3.561 2.053 -0.410  -0.260
53 C -3.899 -2.250 -0.165  -0.412
54 C -3.039 2.287 1.516  -0.040
55 C 2.859 6.654 3.298  -0.108
56 C -3.321 2.129 4.013  -0.052
57 C -4.699 -1.787 -5.138  -0.075
58 C -2.846 1.903 5.297  -0.108
59 C -3.284 -2.134 -1.590  -0.044
60 C 4.179 3.373 0.003  -0.083
61 C -3.110 1.525 -3.585  -0.003
62 C 2.007 -2.279 0.358  -0.355
63 C 1.828 4.501 2.897  -0.206
64 C -1.468 -2.146 -3.179  -0.058
65 C -1.876 -2.257 -1.817  -0.267
66 H 4.286 3.493 1.082  0.045
67 H -4.377 2.320 3.858  0.107
68 H -0.221 1.091 -1.986  0.085
69 H -0.183 4.019 3.012  0.142
70 H 2.152 1.880 3.631  0.060
71 H 3.632 4.261 -0.358  0.070
72 H -3.524 1.923 6.141  0.090
73 H -4.023 2.756 1.557  0.081
74 H -2.383 2.878 0.880  0.063
75 H 2.181 -1.154 -2.259  0.147
76 H 4.886 6.593 4.013  0.092
77 H 5.183 3.451 -0.416  0.064
78 H 0.270 -6.251 -2.962  0.096
79 H 3.381 -4.161 -0.992  0.103
80 H -1.315 -4.590 -2.160  0.110
81 H 4.919 1.983 -2.020  0.090
82 H 4.979 4.132 4.034  0.111
83 H 3.431 1.910 2.447  0.085
84 H 2.589 -6.943 -3.301  0.059
85 H 3.860 -5.749 -3.013  0.069
86 H 0.398 1.354 4.524  0.100
87 H 3.409 -6.879 -1.739  0.068
88 H -0.797 0.432 -3.447  0.083
89 H 3.825 2.060 4.160  0.086
90 H -1.108 1.423 6.470  0.094
91 H -2.674 1.449 -4.582  0.076
92 H -3.811 2.355 -3.539  0.077
93 H -0.403 -2.213 -3.371  0.115
94 H 4.427 0.009 -3.057  0.082
95 H -4.209 -1.923 -6.104  0.063
96 H 1.917 3.546 0.574  0.115
97 H 0.870 6.370 2.535  0.109
98 H -5.510 -2.516 -5.070  0.069
99 H 2.798 7.735 3.283  0.092
100 H -3.642 0.597 -3.371  0.067
101 H -1.945 -1.958 -5.247  0.102
102 H -5.156 -0.792 -5.139  0.065
103 H -5.202 -1.957 -2.533  0.108
104 H -3.165 1.329 1.002  0.065


Computed, not measured: a gas-phase ion, C2H3Cl2O2Si (charge -1) in a non-equilibrium geometry, with wB97M-V/def2-TZVPD.

Values from the calculation:
- Net charge: -1
- Energy relative to the best compared isomer or geometry (same formula, charge and spin): 0.0 kcal/mol
- SMILES string: C[Si](Cl)(Cl)C(=O)[O-]
- Calculated total energy: -39145.115 eV

Last column: natural (NBO) charge in e.
CARTESIAN COORDINATES (ANGSTROEM)
1 Cl -0.338 -1.965 1.434  -0.450
2 Cl -2.260 0.571 0.902  -0.498
3 Si -0.437 -0.371 0.106  1.289
4 O -1.269 -1.523 -2.309  -0.698
5 O 0.464 -0.092 -2.259  -0.740
6 C 0.850 0.819 0.852  -1.119
7 C -0.451 -0.784 -1.827  0.528
8 H 1.942 0.534 0.661  0.231
9 H 0.711 1.019 1.888  0.229
10 H 0.788 1.793 0.551  0.230


Computed, not measured: a single C7H7NO2 molecule in a non-equilibrium geometry, with wB97M-V/def2-TZVPD.

Values from the calculation:
- Net charge: 0
- Energy relative to the best compared isomer or geometry (same formula, charge and spin): 91.7 kcal/mol
- Calculated total energy: -12953.622 eV

Last column: natural (NBO) charge in e.
CARTESIAN COORDINATES (ANGSTROEM)
1 O -1.609 -0.407 2.093  -0.687
2 O -0.157 2.782 1.384  -0.465
3 N 0.902 -0.540 -0.402  -0.323
4 C -0.271 0.033 0.102  0.067
5 C 0.787 -0.575 -1.769  -0.055
6 C -1.087 0.339 -0.971  -0.262
7 C 1.939 -1.082 0.252  -0.176
8 C -0.867 1.853 1.553  0.497
9 C -0.415 -0.039 -2.147  -0.277
10 C -0.568 0.341 1.525  -0.057
11 H 0.294 0.168 2.181  0.221
12 H 1.578 -0.987 -2.363  0.214
13 H 1.979 -1.055 1.323  0.187
14 H -0.782 0.083 -3.146  0.228
15 H -2.053 0.800 -0.904  0.223
16 H -2.426 -0.247 1.606  0.474
17 H 2.757 -1.467 -0.317  0.190


Computed, not measured: 2 unconnected molecules or ions with the total composition H4O2, with wB97M-V/def2-TZVPD.

Values from the calculation:
- Net charge: 0
- Energy relative to the best compared isomer or geometry (same formula, charge and spin): 0.6 kcal/mol
- SMILES string: O.O
- Calculated total energy: -4159.912 eV

Last column: natural (NBO) charge in e.
CARTESIAN COORDINATES (ANGSTROEM)
1 O -15.491 16.088 -20.340  -0.954
2 O -16.065 18.124 -18.271  -0.950
3 H -15.615 18.935 -18.033  0.478
4 H -16.994 18.358 -18.272  0.479
5 H -15.523 16.609 -19.538  0.487
6 H -14.681 15.583 -20.266  0.460


Computed, not measured: a molecular structure, C8H7N3 in a non-equilibrium geometry, with wB97M-V/def2-TZVPD.

Values from the calculation:
- Net charge: 0
- Energy relative to the best compared isomer or geometry (same formula, charge and spin): 147.4 kcal/mol
- Calculated total energy: -12873.547 eV

Last column: natural (NBO) charge in e.
CARTESIAN COORDINATES (ANGSTROEM)
1 N 2.639 -1.371 0.249  -0.402
2 N -2.911 -0.546 -0.605  -0.330
3 N -1.636 -0.659 -0.981  -0.264
4 C -3.187 0.158 0.404  -0.014
5 C 1.281 -1.258 0.346  0.044
6 C 0.448 -0.125 -0.037  -0.097
7 C 3.279 -0.142 -0.045  0.078
8 C -1.883 0.542 0.899  -0.368
9 C 2.555 0.950 -0.340  -0.331
10 C 1.306 1.021 -0.361  -0.073
11 C -0.971 -0.109 -0.033  0.093
12 H -1.385 0.800 1.737  0.225
13 H 4.150 -0.344 -0.165  0.168
14 H -3.906 -1.034 -1.048  0.417
15 H -4.337 0.463 0.759  0.240
16 H 0.777 2.219 -0.706  0.206
17 H 3.169 1.641 -0.529  0.211
18 H 0.614 -2.206 0.456  0.196


Computed, not measured: a single C5H6O molecule in a non-equilibrium geometry, with wB97M-V/def2-TZVPD.

Values from the calculation:
- Net charge: 0
- Energy relative to the best compared isomer or geometry (same formula, charge and spin): 110.5 kcal/mol
- Calculated total energy: -7324.494 eV

Last column: natural (NBO) charge in e.
CARTESIAN COORDINATES (ANGSTROEM)
1 O -0.481 -1.279 -0.085  -0.406
2 C 0.300 -0.185 -0.151  0.240
3 C 1.171 -0.135 -1.349  -0.654
4 C 0.207 0.845 0.808  -0.137
5 C -1.676 -1.113 0.436  -0.087
6 C 0.265 1.745 1.626  -0.202
7 H -2.012 -0.104 0.485  0.156
8 H 1.334 -1.148 -1.724  0.231
9 H 0.307 2.529 2.352  0.237
10 H 2.119 0.317 -1.076  0.227
11 H 0.733 0.442 -2.175  0.221
12 H -2.266 -1.914 0.853  0.173